(i)
DFT (wB97M-V/def2-TZVPD) results for the molecule C20H21BrN2O4.

Each line ends with the Löwdin charge.
Positions of all 48 atoms, in Å:
Br (3.610, 2.199, 5.356)  0.727
O (-0.031, 2.646, -2.655)  0.030
O (-0.053, -3.181, 0.984)  -0.068
O (-1.103, -1.425, -1.010)  0.086
O (0.952, 1.990, -5.194)  -0.072
N (-1.135, 0.677, -2.695)  0.095
N (-0.603, 0.466, 0.180)  0.147
C (0.429, -4.465, 1.303)  -0.070
C (-1.513, -1.386, 1.338)  -0.074
C (-1.016, -2.631, 1.758)  -0.220
C (-0.368, 1.600, -2.108)  -0.428
C (-2.454, -0.717, 2.108)  -0.027
C (1.834, 0.917, 1.835)  -0.029
C (2.712, 3.330, 2.892)  -0.118
C (-0.600, 0.089, -5.043)  -0.154
C (1.070, 2.113, -0.230)  0.036
C (-1.545, 0.809, -4.074)  -0.168
C (0.068, 1.342, -0.694)  -0.107
C (-2.927, -1.275, 3.283)  -0.083
C (-1.499, -3.182, 2.942)  -0.011
C (2.834, 2.155, 3.617)  -0.678
C (-1.054, -0.813, 0.040)  -0.393
C (-2.448, -2.508, 3.690)  -0.073
C (2.146, 3.289, 1.635)  -0.021
C (0.843, 0.615, -4.963)  -0.283
C (1.674, 2.090, 1.091)  -0.205
C (2.412, 0.946, 3.090)  -0.117
H (1.275, 0.348, -3.986)  0.114
H (-2.552, 0.394, -4.170)  0.121
H (-0.592, -0.980, -4.825)  0.111
H (-2.837, 0.234, 1.767)  0.121
H (1.139, -4.713, 0.515)  0.098
H (0.604, 2.458, -4.412)  0.049
H (-0.376, -5.205, 1.310)  0.100
H (-3.666, -0.754, 3.871)  0.103
H (2.050, 4.200, 1.063)  0.120
H (-2.814, -2.954, 4.603)  0.108
H (2.537, 0.035, 3.655)  0.103
H (1.442, 2.865, -0.914)  0.127
H (1.438, 0.125, -5.739)  0.115
H (3.062, 4.263, 3.307)  0.103
H (-0.531, 0.774, 1.144)  0.135
H (-1.217, -0.245, -2.264)  0.095
H (0.944, -4.472, 2.269)  0.096
H (-1.576, 1.875, -4.315)  0.122
H (-0.978, 0.238, -6.055)  0.112
H (-1.139, -4.138, 3.287)  0.105
H (1.553, -0.038, 1.415)  0.118

Properties
HOMO level: -0.31741 hartree
lowest unoccupied orbital energy: -0.14 eV
charge: 0


(ii)
DFT (wB97M-V/def2-TZVPD) results for the molecule C20H21BrN2O4.

Each line ends with the Löwdin charge.
Positions of all 48 atoms, in Å:
Br (-0.512, 1.005, -2.546)  0.876
O (-3.530, 0.358, -2.244)  0.051
O (-2.549, 4.057, -0.258)  0.127
O (-1.349, 0.754, 2.271)  0.047
O (-3.513, 2.289, 0.750)  0.002
N (-2.460, 0.115, -0.252)  0.127
N (-0.597, 2.798, 1.705)  0.102
C (0.765, 0.860, 1.208)  -0.126
C (2.568, 0.799, -0.392)  -0.273
C (1.482, 1.453, 0.175)  -0.035
C (2.237, -1.055, 1.134)  -0.259
C (-2.693, 3.340, 0.693)  -0.464
C (2.936, -0.446, 0.099)  -0.001
C (3.304, 1.435, -1.530)  -0.045
C (-1.869, 3.437, 1.978)  -0.053
C (-1.515, -0.860, -0.613)  -0.268
C (1.145, -0.396, 1.674)  0.018
C (0.346, -1.622, -1.949)  -0.085
C (-3.343, 0.693, -1.099)  -0.497
C (0.394, -2.817, -1.246)  -0.283
C (-0.510, -3.013, -0.210)  -0.044
C (-1.449, -2.050, 0.102)  -0.002
C (-0.589, -0.654, -1.631)  -0.547
C (-4.126, 1.849, -0.456)  -0.041
C (1.400, -3.863, -1.612)  -0.046
C (2.655, -2.391, 1.665)  -0.041
C (-0.474, 1.449, 1.773)  -0.431
H (1.054, -1.432, -2.742)  0.112
H (-4.179, 2.669, -1.180)  0.137
H (3.248, -2.934, 0.934)  0.074
H (4.092, 0.785, -1.899)  0.076
H (1.556, -4.557, -0.790)  0.075
H (-2.512, 0.328, 0.742)  0.118
H (2.351, -3.406, -1.879)  0.077
H (1.184, 2.404, -0.242)  0.105
H (-1.706, 4.479, 2.253)  0.135
H (-5.135, 1.511, -0.208)  0.143
H (2.613, 1.653, -2.343)  0.060
H (3.260, -2.259, 2.563)  0.086
H (1.049, -4.431, -2.474)  0.085
H (3.781, -0.958, -0.340)  0.119
H (0.080, 3.331, 1.182)  0.135
H (-2.364, 2.885, 2.779)  0.131
H (-0.481, -3.931, 0.359)  0.113
H (-2.145, -2.203, 0.913)  0.124
H (1.785, -2.985, 1.932)  0.075
H (3.751, 2.377, -1.214)  0.084
H (0.566, -0.849, 2.465)  0.129

Properties
HOMO level: -0.31794 hartree
lowest unoccupied orbital energy: 0.54 eV
charge: 0


We find (ii) to be the most stable, with the next structure 1.645 eV higher.